Molecular formula: C6H7N
Method: DFT, ωB97M-V with the def2-TZVPD basis set

The calculation puts the LUMO energy at 0.0158 hartree. For the total energy, the calculation gives -287.3971 a.u. The max |F| is 3.93 eV Å⁻¹. The relative energy (zero: lowest compared OMol25 entry of this formula, charge and spin) comes out at 499.19 kJ/mol. The value obtained for the HOMO-LUMO gap is 8.54 eV.

CARTESIAN COORDINATES (ANGSTROEM)
C1 2.687 0.867 -0.148
C2 -1.018 0.831 0.016
C3 -2.426 0.774 0.027
C4 1.542 0.180 0.070
C5 0.230 -0.093 0.040
C6 0.036 -1.661 -0.033
N1 2.863 -0.402 -0.109
H1 3.113 1.831 0.048
H2 -3.052 -0.060 -0.162
H3 -0.745 1.924 0.166
H4 -2.947 1.696 0.271
H5 0.941 -2.228 -0.389
H6 -0.907 -1.689 -0.736
H7 -0.318 -1.970 0.940